Record 1
Entry from the Open Molecules 2025 dataset: the molecule C22H28N2O4S at a distorted geometry (ωB97M-V with the def2-TZVPD basis set).

Element x y z (Å)
C 6.012 2.622 0.091
H 5.843 3.329 0.910
O 4.811 2.296 -0.566
C 3.820 1.697 0.147
C 3.898 1.354 1.492
C 2.817 0.735 2.098
C 1.664 0.455 1.395
C 1.584 0.792 0.043
C 2.662 1.406 -0.574
H 2.642 1.668 -1.619
N 0.412 0.456 -0.650
S 0.022 -1.188 -0.582
O -0.648 -1.438 0.663
O -0.680 -1.515 -1.784
C 1.628 -1.977 -0.567
C 2.387 -1.917 -1.719
C 3.663 -2.455 -1.715
C 4.158 -3.045 -0.563
C 3.382 -3.110 0.583
C 2.105 -2.571 0.584
H 1.472 -2.606 1.456
H 3.769 -3.578 1.475
H 5.155 -3.461 -0.560
H 4.268 -2.415 -2.608
H 1.969 -1.462 -2.604
C 0.023 1.167 -1.843
H 0.434 2.179 -1.801
C -1.500 1.305 -1.992
O -1.962 1.821 -2.989
N -2.225 0.887 -0.947
H -1.767 0.378 -0.207
C -3.674 0.796 -0.992
C -4.107 -0.681 -1.107
H -4.787 -0.776 -1.956
C -4.790 -1.310 0.105
C -3.983 -1.243 1.402
C -4.253 0.028 2.201
C -3.714 1.300 1.555
H -3.965 2.141 2.208
C -4.282 1.599 0.167
H -5.363 1.453 0.169
H -4.095 2.654 -0.050
H -2.625 1.248 1.506
H -3.796 -0.073 3.189
H -5.332 0.131 2.350
H -4.261 -2.095 2.029
H -2.918 -1.335 1.185
H -4.968 -2.359 -0.146
H -5.768 -0.850 0.264
H -3.214 -1.264 -1.348
H -3.951 1.305 -1.923
H 0.384 0.683 -2.758
H 0.822 -0.020 1.868
H 2.878 0.476 3.144
H 4.783 1.563 2.071
H 6.514 1.729 0.478
H 6.642 3.090 -0.663

- structure (SMILES) = COc1cccc(N(CC(=O)NC2CCCCCC2)S(=O)(=O)c2ccccc2)c1
- E_LUMO (eV) = 0.3
- energy relative to the best compared isomer or geometry (same formula, charge and spin) (kJ/mol) = 117.87

Calculated atomic charges, method Löwdin, unit e: C -0.086; H 0.097; O -0.079; C -0.265; C -0.022; C -0.060; C -0.043; C -0.274; C 0.063; H 0.127; N -0.164; S 0.704; O -0.284; O -0.248; C -0.274; C -0.052; C -0.059; C -0.068; C -0.058; C -0.056; H 0.116; H 0.108; H 0.106; H 0.109; H 0.118; C -0.087; H 0.142; C -0.480; O 0.064; N 0.098; H 0.086; C -0.276; C -0.126; H 0.114; C -0.197; C -0.196; C -0.211; C -0.196; H 0.109; C -0.137; H 0.117; H 0.115; H 0.103; H 0.106; H 0.110; H 0.108; H 0.084; H 0.108; H 0.106; H 0.103; H 0.139; H 0.132; H 0.107; H 0.110; H 0.102; H 0.096; H 0.094

***

Record 2
Entry from the Open Molecules 2025 dataset: the molecule C22H28N2O5S at a distorted geometry (ωB97M-V with the def2-TZVPD basis set).

Element x y z (Å)
C 4.844 -2.144 0.844
H 5.912 -2.089 1.045
H 4.469 -1.150 0.586
H 4.324 -2.509 1.734
O 4.709 -3.043 -0.235
C 3.466 -3.322 -0.691
C 2.290 -2.775 -0.189
C 1.063 -3.132 -0.722
C 0.966 -4.049 -1.762
C 2.154 -4.577 -2.275
C 3.378 -4.224 -1.756
H 4.291 -4.637 -2.155
H 2.087 -5.271 -3.099
O -0.208 -4.399 -2.370
C -1.125 -5.158 -1.594
H -1.318 -4.704 -0.622
H -2.043 -5.192 -2.176
H -0.744 -6.175 -1.452
S -0.354 -2.312 0.017
O 0.133 -1.110 0.653
O -1.066 -3.224 0.868
N -1.328 -1.998 -1.303
C -2.716 -1.744 -0.972
C -2.881 -0.368 -0.330
H -3.935 -0.173 -0.127
H -2.344 -0.380 0.620
C -2.321 0.723 -1.252
C -2.366 2.087 -0.563
O -2.997 3.024 -1.009
N -1.657 2.149 0.583
H -1.103 1.356 0.869
C -1.506 3.367 1.340
H -2.258 4.068 0.968
H -1.698 3.166 2.398
C -0.103 3.971 1.173
C 0.003 5.253 1.947
C -0.477 6.439 1.406
C -0.417 7.617 2.127
C 0.122 7.625 3.402
C 0.600 6.448 3.951
C 0.538 5.269 3.228
H 0.914 4.353 3.662
H 1.022 6.447 4.946
H 0.171 8.545 3.965
H -0.792 8.533 1.693
H -0.899 6.435 0.411
H 0.640 3.252 1.524
H 0.068 4.158 0.111
C -0.887 0.404 -1.696
C -0.782 -1.027 -2.226
H -1.328 -1.133 -3.169
H 0.263 -1.294 -2.400
H -0.204 0.499 -0.852
H -0.578 1.106 -2.472
H -2.960 0.793 -2.140
H -3.298 -1.822 -1.895
H -3.027 -2.530 -0.282
H 2.281 -2.051 0.608

- structure (SMILES) = COc1ccc(OC)c(S(=O)(=O)N2CCC(C(=O)NCCc3ccccc3)CC2)c1
- E_LUMO (eV) = 0.5
- energy relative to the best compared isomer or geometry (same formula, charge and spin) (kJ/mol) = 299.41

Calculated atomic charges, method Löwdin, unit e: C -0.076; H 0.095; H 0.098; H 0.099; O -0.076; C -0.266; C 0.006; C -0.185; C -0.279; C 0.021; C 0.022; H 0.123; H 0.126; O -0.109; C -0.057; H 0.059; H 0.097; H 0.098; S 0.709; O -0.292; O -0.283; N -0.231; C -0.182; C -0.123; H 0.131; H 0.105; C -0.218; C -0.475; O 0.066; N 0.071; H 0.126; C -0.161; H 0.123; H 0.129; C -0.136; C -0.247; C -0.043; C -0.085; C -0.098; C -0.089; C -0.048; H 0.110; H 0.100; H 0.099; H 0.101; H 0.116; H 0.114; H 0.122; C -0.127; C -0.174; H 0.137; H 0.125; H 0.091; H 0.130; H 0.153; H 0.136; H 0.117; H 0.104

***

Record 3
Entry from the Open Molecules 2025 dataset: the molecule C22H28N2O5S2 at a distorted geometry (ωB97M-V with the def2-TZVPD basis set).

Element x y z (Å)
C 3.319 2.991 3.103
C 2.496 4.275 3.052
O 2.006 4.550 1.756
C 1.074 3.719 1.207
C 0.278 2.823 1.911
C -0.608 1.995 1.244
C -0.722 2.056 -0.138
C 0.033 2.995 -0.841
C 0.922 3.810 -0.178
H 1.524 4.526 -0.713
H -0.077 3.049 -1.912
N -1.502 1.168 -0.892
S -0.609 0.262 -2.007
O -0.567 0.968 -3.254
O -1.208 -1.046 -2.030
C 1.040 0.228 -1.316
C 2.057 0.898 -1.974
C 3.304 0.978 -1.390
C 3.532 0.390 -0.144
C 2.508 -0.299 0.495
C 1.258 -0.377 -0.095
H 0.449 -0.885 0.406
H 2.662 -0.767 1.453
S 5.144 0.600 0.529
C 5.124 -0.387 2.054
H 4.890 -1.421 1.821
H 6.129 -0.318 2.458
H 4.415 0.032 2.762
H 4.110 1.503 -1.880
H 1.851 1.351 -2.929
C -2.691 0.538 -0.373
H -3.389 0.430 -1.208
C -2.444 -0.829 0.277
O -1.518 -1.026 1.044
N -3.389 -1.742 0.016
H -4.062 -1.597 -0.722
C -3.347 -3.097 0.511
H -4.202 -3.260 1.177
H -2.419 -3.229 1.070
C -3.427 -4.090 -0.653
C -2.223 -4.022 -1.616
H -1.530 -3.236 -1.326
H -1.695 -4.975 -1.632
C -2.847 -3.696 -2.977
H -2.396 -4.253 -3.794
H -2.740 -2.630 -3.174
C -4.314 -4.069 -2.766
H -4.471 -5.143 -2.953
H -5.012 -3.496 -3.377
O -4.587 -3.774 -1.413
H -3.533 -5.105 -0.239
H -3.131 1.204 0.375
H -1.178 1.269 1.802
H 0.345 2.743 2.985
H 1.677 4.241 3.783
H 3.128 5.135 3.288
H 4.137 3.050 2.389
H 3.726 2.854 4.101
H 2.700 2.134 2.847

- structure (SMILES) = CCOc1ccc(N(CC(=O)NC[C@@H]2CCCO2)S(=O)(=O)c2ccc(SC)cc2)cc1
- E_LUMO (eV) = 0.6
- energy relative to the best compared isomer or geometry (same formula, charge and spin) (kJ/mol) = 11.26

Calculated atomic charges, method Löwdin, unit e: C -0.069; C -0.244; O -0.051; C -0.267; C -0.008; C -0.006; C -0.292; C -0.024; C 0.018; H 0.123; H 0.116; N -0.148; S 0.729; O -0.276; O -0.278; C -0.271; C -0.057; C -0.098; C -0.534; C -0.066; C -0.033; H 0.099; H 0.098; S 0.896; C -0.385; H 0.040; H 0.033; H 0.025; H 0.105; H 0.117; C -0.085; H 0.128; C -0.490; O 0.035; N 0.090; H 0.144; C -0.109; H 0.128; H 0.129; C -0.309; C -0.113; H 0.090; H 0.113; C -0.144; H 0.111; H 0.095; C -0.196; H 0.122; H 0.121; O -0.114; H 0.147; H 0.146; H 0.110; H 0.111; H 0.114; H 0.124; H 0.070; H 0.079; H 0.059

***

Record 4
Entry from the Open Molecules 2025 dataset: the molecule C22H28N2O5S2 at a distorted geometry (ωB97M-V with the def2-TZVPD basis set).

Element x y z (Å)
C -0.873 6.334 2.151
C -0.253 5.571 3.319
O -0.493 4.179 3.250
C 0.240 3.402 2.408
C -0.103 2.048 2.390
C 0.569 1.156 1.584
C 1.618 1.594 0.777
C 1.966 2.938 0.799
C 1.281 3.839 1.595
H 1.589 4.872 1.583
H 2.788 3.288 0.192
N 2.328 0.675 -0.018
S 3.042 -0.662 0.684
O 3.040 -0.455 2.100
O 4.290 -0.872 0.010
C 1.961 -2.027 0.279
C 2.068 -2.622 -0.962
C 1.208 -3.649 -1.310
C 0.244 -4.075 -0.402
C 0.177 -3.497 0.867
C 1.035 -2.472 1.205
H 1.012 -2.017 2.182
H -0.556 -3.860 1.572
S -0.956 -5.315 -0.756
C -0.569 -5.837 -2.452
H 0.430 -6.262 -2.489
H -1.302 -6.599 -2.697
H -0.668 -4.997 -3.133
H 1.294 -4.092 -2.288
H 2.820 -2.281 -1.654
C 2.481 0.856 -1.439
H 3.390 0.332 -1.741
C 1.294 0.294 -2.231
O 1.432 -0.394 -3.222
N 0.092 0.688 -1.757
H 0.055 1.088 -0.830
C -1.137 0.093 -2.225
H -1.007 -0.160 -3.279
H -1.941 0.823 -2.108
C -1.449 -1.183 -1.422
C -2.836 -1.764 -1.727
H -3.184 -1.482 -2.718
H -2.808 -2.851 -1.655
C -3.691 -1.187 -0.601
H -4.563 -1.794 -0.375
H -4.016 -0.175 -0.846
C -2.688 -1.160 0.548
H -2.642 -2.141 1.041
H -2.898 -0.394 1.297
O -1.429 -0.868 -0.033
H -0.648 -1.903 -1.622
H 2.591 1.917 -1.683
H 0.281 0.118 1.563
H -0.910 1.719 3.026
H 0.821 5.776 3.395
H -0.728 5.880 4.254
H -1.943 6.145 2.116
H -0.707 7.399 2.281
H -0.438 6.020 1.205

- structure (SMILES) = CCOc1ccc(N(CC(=O)NC[C@@H]2CCCO2)S(=O)(=O)c2ccc(SC)cc2)cc1
- E_LUMO (eV) = 0.6
- energy relative to the best compared isomer or geometry (same formula, charge and spin) (kJ/mol) = 4.05

Calculated atomic charges, method Löwdin, unit e: C -0.064; C -0.247; O -0.050; C -0.263; C 0.023; C -0.021; C -0.293; C 0.003; C -0.010; H 0.106; H 0.120; N -0.178; S 0.696; O -0.257; O -0.273; C -0.257; C -0.052; C -0.082; C -0.546; C -0.108; C -0.058; H 0.117; H 0.107; S 0.896; C -0.385; H 0.040; H 0.032; H 0.038; H 0.101; H 0.119; C -0.083; H 0.122; C -0.476; O 0.065; N 0.097; H 0.115; C -0.103; H 0.130; H 0.132; C -0.302; C -0.116; H 0.118; H 0.098; C -0.146; H 0.113; H 0.112; C -0.186; H 0.118; H 0.122; O -0.125; H 0.129; H 0.134; H 0.096; H 0.121; H 0.116; H 0.123; H 0.079; H 0.077; H 0.066